DFT (ωB97M-V/def2-TZVPD) results for an isolated ion of composition C5H12NO and charge -1.

ORCA input file:
```
! wB97M-V def2-TZVPD RIJCOSX def2/J DEFGRID3
* xyz -1 1
C -0.0675 0.9173 0.5143
H -1.2155 0.0125 -1.0804
H 0.9946 1.1650 0.6475
H -2.5639 0.5150 0.9291
C -2.0635 0.3860 1.9351
N -0.6351 0.1036 1.5301
H 2.8249 -0.3028 -1.0327
H -0.5203 1.9068 0.4657
C 0.7053 -0.9774 -0.9757
C -0.1754 0.2529 -0.8827
C 2.0776 -0.7570 -1.6659
H 0.2112 -1.6339 -1.6933
O -2.2654 1.4283 2.7197
H -0.0981 -0.1237 2.3518
H 0.0196 0.9870 -1.6805
H -2.3673 -0.5722 2.3602
H 0.7647 -1.5049 -0.0292
H 1.8776 -0.0765 -2.4820
H 2.4964 -1.7261 -1.9310
*
```

Output
Structure (SMILES): CCCCNC[O-]
HOMO level: -2.246 eV
Orbital gap: 5.934 eV

Here are the natural (NBO) charges for atoms 1 to 6, given in e: -0.21 0.20 0.16 0.04 0.15 -0.72


DFT (ωB97M-V/def2-TZVPD) results for an isolated ion of composition C5H12NO and charge -1.

ORCA input file:
```
! wB97M-V def2-TZVPD RIJCOSX def2/J DEFGRID3
* xyz -1 1
N -2.3539 1.0655 1.5775
C -1.4079 1.1322 0.4356
O 3.5228 -0.0859 -1.3501
H -2.0503 1.7552 2.2602
C 1.1532 -0.4891 -1.0908
H -1.5045 -0.0755 -1.3329
H -2.0651 -0.8526 0.1497
H 2.5065 0.3201 0.4104
H -2.1996 0.1644 2.0201
C 0.0880 -0.9325 -0.1060
H 1.2698 -1.0820 -1.9994
H 2.7206 -1.4092 0.0096
H 0.4590 -0.7612 0.9126
H 0.9065 0.5312 -1.4162
C 2.5634 -0.3824 -0.4640
C -1.2700 -0.2331 -0.2854
H -0.1494 -1.9931 -0.2171
H -1.7636 1.8696 -0.2813
H -0.4256 1.4585 0.7677
*
```

Output
Structure (SMILES): NCCCCC[O-]
HOMO level: -2.119 eV
Orbital gap: 5.805 eV

Here are the natural (NBO) charges for atoms 1 to 6, given in e: -0.84 -0.22 -0.96 0.34 -0.45 0.20


DFT (ωB97M-V/def2-TZVPD) results for an isolated ion of composition C5H12NO and charge -1.

ORCA input file:
```
! wB97M-V def2-TZVPD RIJCOSX def2/J DEFGRID3
* xyz -1 1
H 0.0872 0.4727 -1.5979
C 0.8650 1.4864 0.1027
H 1.4641 1.1602 0.9505
C 0.6475 0.1712 -0.7058
H -0.5219 -1.9488 -1.9689
H -0.3227 -0.2693 1.7595
H -1.0221 -2.7744 -0.5699
H 1.5595 -0.3888 -0.7554
C -0.2207 -2.1460 -0.9383
H 0.4076 -1.6399 1.4936
N -0.4476 -1.1345 1.2673
H -1.2399 1.9813 -0.1034
C -0.4583 -0.8173 -0.1427
O -0.7619 1.5573 1.8615
H -0.2847 3.2080 0.7047
H 1.3542 2.1712 -0.5962
C -0.4266 2.0956 0.6654
H -1.4169 -0.5359 -0.5801
H 0.7381 -2.6489 -0.8466
*
```

Output
Structure (SMILES): C[C@@H](N)CCC[O-]
HOMO level: -2.456 eV
Orbital gap: 6.492 eV

Here are the natural (NBO) charges for atoms 1 to 6, given in e: 0.19 -0.44 0.19 -0.42 0.19 0.42


DFT (ωB97M-V/def2-TZVPD) results for an isolated ion of composition C5H12NO and charge -1.

ORCA input file:
```
! wB97M-V def2-TZVPD RIJCOSX def2/J DEFGRID3
* xyz -1 1
N 0.0810 -0.5221 0.7402
C 1.1535 0.4433 0.5927
C 1.3486 -0.1734 -1.9481
H 1.9108 -1.0493 -1.4362
H 0.2959 -0.5702 -1.9214
O 1.7443 0.1954 -3.1516
C -1.2548 0.0252 0.6495
H -1.6573 0.0453 -0.3705
C 1.4275 0.9332 -0.8418
H 0.2075 -1.2647 0.0661
H 0.6344 1.6339 -1.1489
H 2.0805 -0.0029 0.9704
H 0.9546 1.3186 1.2105
C -2.2983 -0.7368 1.4953
H -2.2410 -1.8026 1.3401
H -2.2722 -0.4953 2.5532
H -3.2600 -0.4562 1.0540
H 2.3781 1.4586 -0.8875
H -1.2333 1.0199 1.0340
*
```

Output
Structure (SMILES): CCNCCC[O-]
HOMO level: -2.273 eV
Orbital gap: 5.998 eV

Here are the natural (NBO) charges for atoms 1 to 6, given in e: -0.65 -0.21 0.02 0.02 0.05 -0.93


DFT (ωB97M-V/def2-TZVPD) results for an isolated ion of composition C5H12NO and charge -1.

ORCA input file:
```
! wB97M-V def2-TZVPD RIJCOSX def2/J DEFGRID3
* xyz -1 1
C -0.8489 -0.8590 1.3275
C -1.0385 -0.2496 2.7869
H -1.0800 0.2468 -1.7276
C -0.3751 -0.3790 -1.0777
C 1.1390 1.3162 -1.9428
H 1.1746 1.7021 -2.9928
C 1.0207 -0.1625 -1.6965
H -1.8602 -1.3044 1.0805
H -1.5924 -1.0261 3.3801
H 0.0115 -1.5054 1.3391
H 0.5244 0.4797 0.4336
H 1.1301 -0.8784 -2.4915
N -0.3713 0.1130 0.2854
H -0.0347 -0.1331 3.2518
O 2.4135 1.6943 -1.4796
H 0.4020 1.9939 -1.4619
H -1.6099 0.7856 2.9764
H -0.8309 -1.3150 -0.9932
H 1.8262 -0.5191 -0.9978
*
```

Output
Structure (SMILES): CCNCCC[O-]
HOMO level: -1.811 eV
Orbital gap: 5.464 eV

Here are the natural (NBO) charges for atoms 1 to 6, given in e: -0.22 -0.62 0.16 -0.21 -0.10 0.12


DFT (ωB97M-V/def2-TZVPD) results for an isolated ion of composition C5H12NO and charge -1.

ORCA input file:
```
! wB97M-V def2-TZVPD RIJCOSX def2/J DEFGRID3
* xyz -1 1
C -2.1391 -2.0626 0.9020
C 1.4382 1.0102 0.2363
H -1.9054 -1.6074 1.8624
H -0.4845 1.0811 -0.7118
H 1.3268 2.8452 -0.8980
C 2.1553 2.1705 -0.5401
O 3.0737 2.8259 0.1912
N -0.1507 -0.8975 0.0024
H -1.6266 -1.7680 -1.1517
H 2.5658 1.6714 -1.4543
H 0.7187 0.1619 -1.5756
H -2.1480 -0.2796 -0.2959
C 0.3333 0.3630 -0.5708
H -3.2195 -2.0674 0.7898
C -1.5492 -1.1956 -0.2238
H 1.0961 1.4557 1.1748
H -1.7816 -3.0934 0.8502
H 0.0564 -0.9070 0.9927
H 2.2402 0.2937 0.4202
*
```

Output
Structure (SMILES): CCNCCC[O-]
HOMO level: -2.121 eV
Orbital gap: 5.536 eV

Here are the natural (NBO) charges for atoms 1 to 6, given in e: -0.61 -0.46 0.20 0.15 0.05 0.01


DFT (ωB97M-V/def2-TZVPD) results for C5H12NO as an isolated structure.

ORCA input file:
```
! wB97M-V def2-TZVPD RIJCOSX def2/J DEFGRID3
* xyz 1 1
H 0.1117 1.9032 -0.7959
C -2.1832 1.7155 -2.3867
H 0.6374 -1.4336 3.2733
H -0.4539 -1.6828 0.9706
H 1.9945 -1.1841 1.9599
H 1.2946 -1.7603 -0.7894
H -1.5813 2.5503 -2.5860
C -0.0198 -0.7166 1.3136
H -3.2121 1.7169 -2.2582
C 0.5561 0.0526 0.0675
H 1.3347 0.1458 2.8816
C 0.7096 -0.9944 -1.1198
H -0.2003 -1.3148 -1.7693
H -0.8888 -0.2367 1.7256
N -0.3781 1.0269 -0.5235
C 1.0556 -0.8194 2.4229
H 1.4937 0.6650 0.2938
H 1.2761 -0.4020 -1.8325
O -1.5464 0.7684 -0.8474
*
```

Output
HOMO level (alpha / beta): -15.181 / -14.212 eV
Orbital gap (alpha / beta): 9.133 / 8.019 eV

Here are the natural (NBO) charges for atoms 1 to 6, given in e: 0.38 0.20 0.24 0.23 0.21 0.23


DFT (ωB97M-V/def2-TZVPD) results for a 2-piece molecular cluster, C5H12NO overall.

ORCA input file:
```
! wB97M-V def2-TZVPD RIJCOSX def2/J DEFGRID3
* xyz 1 1
C -2.2824 1.5214 1.4258
N 1.3836 -0.2879 -0.7858
C -0.8466 0.2343 -0.1888
H -3.0057 0.2497 -0.3071
H -1.6003 2.3628 1.5084
C -2.1606 0.9264 -0.0197
H 1.8305 -2.2984 0.9089
H 3.1864 0.5368 -1.5309
H 3.2780 -0.7491 -0.3348
H -2.0031 0.7026 2.1292
H -3.3451 1.7163 1.6425
C 0.2446 0.5722 -0.8877
H 0.9711 -1.2307 -0.4856
C 2.6227 0.0124 -0.7865
H -0.9485 -0.6752 0.4316
H -2.3794 1.8106 -0.6128
O 0.8835 -2.3858 0.7434
H 0.7680 -3.3352 0.8859
H 0.4286 1.5695 -1.2731
*
```

Output
HOMO level: -14.030 eV
Orbital gap: 8.686 eV

Here are the natural (NBO) charges for atoms 1 to 6, given in e: -0.59 -0.40 -0.07 0.25 0.22 -0.47


DFT (ωB97M-V/def2-TZVPD) results for an isolated ion of composition C5H12NO and charge +1.

ORCA input file:
```
! wB97M-V def2-TZVPD RIJCOSX def2/J DEFGRID3
* xyz 1 1
H 1.2899 1.5801 0.7459
H 0.7980 -0.8595 1.8892
N -2.0813 0.2748 -0.5553
C -0.5120 -1.3321 0.2582
H 1.4318 -1.9789 0.7016
H 0.2327 -2.6490 1.9315
O 0.1848 2.8367 -0.3150
H 2.0142 1.9442 -0.8299
C 1.0777 1.7185 -0.2740
H 0.1762 0.2147 -1.7657
H -0.9211 -2.0675 -0.4573
H -2.5926 1.0686 -0.2834
H -2.6004 -0.4603 -1.0068
C 0.5351 -1.7338 1.2771
H -0.0369 3.0007 -1.2131
H 1.2860 -0.2956 -0.3676
H -0.9504 0.3994 1.2144
C -0.9796 -0.0404 0.1902
C 0.4741 0.2905 -0.6556
*
```

Output
HOMO level: -14.168 eV
Orbital gap: 8.624 eV

Here are the natural (NBO) charges for atoms 1 to 6, given in e: 0.18 0.24 -0.81 0.23 0.26 0.30


DFT (ωB97M-V/def2-TZVPD) results for a 2-piece molecular cluster, C5H12NO overall.

ORCA input file:
```
! wB97M-V def2-TZVPD RIJCOSX def2/J DEFGRID3
* xyz 1 1
H -0.7386 2.8050 -3.3566
H -0.9160 1.4560 -4.4295
C -0.4743 0.5679 1.1005
H 0.3120 1.2528 1.4274
H 1.7882 -0.6847 0.6683
H 1.2006 -1.6568 2.6853
C 0.2835 -1.0391 2.7275
H -1.4723 0.9340 0.7803
H 0.5086 -0.1081 3.1665
H 0.6874 -0.9285 -0.5725
H 0.5978 1.7597 -3.5955
N -0.1362 -0.8055 1.3281
H -0.5002 -1.5499 3.2922
C 0.9427 -1.2510 0.4310
C -0.4664 1.8013 -3.4993
H 1.0457 -2.3274 0.5563
O -0.7744 0.3139 -1.4785
H -1.0560 -1.3630 1.2844
C -0.8320 0.8235 -2.5158
*
```

Output
HOMO level (alpha / beta): -9.913 / -13.148 eV
Orbital gap (alpha / beta): 5.701 / 10.213 eV

Here are the natural (NBO) charges for atoms 1 to 6, given in e: 0.27 0.27 -0.17 0.19 0.22 0.23


Per-record energy, eV: -8916.3926; -8916.3744; -8916.2948; -8916.2666; -8914.6406; -8916.3596; -8902.9496; -8908.2714; -8907.5437; -8905.6544
Per-record relative energy (zero: lowest compared OMol25 entry of this formula, charge and spin), kJ/mol: 64.7; 66.5; 74.2; 76.9; 233.8; 67.9; 741.0; 227.5; 297.7; 480.0